[1]
C62H64AsF3NO4PTeW | wB97M-V/def2-TZVPD

Calculated values
**Highest occupied orbital energy (alpha / beta)**: -9.6 / -9.9 eV
**Total charge**: +1
**LUMO energy (alpha / beta)**: -0.1129 / -0.1358 hartree
**Spin multiplicity**: 2

Last column: Mulliken charge in e.
Positions of all 138 atoms, in Å:
W 0.150 0.930 -0.412  1.421
C -1.016 0.873 2.462  -2.040
O 0.335 1.101 2.045  1.930
C 0.974 2.041 2.959  -0.995
C 0.990 3.508 2.556  -0.954
O 1.774 3.653 1.406  0.050
C 2.048 5.001 1.092  -0.975
H -1.049 0.674 3.535  0.978
H -1.366 -0.017 1.949  -0.391
H -1.648 1.737 2.227  0.553
H 2.006 1.718 3.063  0.113
H 0.469 1.940 3.921  0.580
H 1.441 4.080 3.378  0.667
H -0.024 3.894 2.385  0.251
H 2.507 5.510 1.945  0.329
H 1.135 5.537 0.808  0.321
H 2.745 4.984 0.256  0.252
O -0.495 2.930 -0.081  -0.481
C -0.091 2.729 -1.263  0.106
C 0.108 3.448 -2.459  -0.034
C -0.035 4.830 -2.658  0.082
C 0.089 5.351 -3.925  -1.017
C 0.320 4.506 -5.006  -0.917
C 0.494 3.141 -4.816  -0.600
C 0.431 2.593 -3.545  0.008
P 0.667 0.806 -3.095  2.168
C 0.071 -0.004 -4.668  1.171
C -1.158 -0.645 -4.771  -0.937
C -1.614 -1.116 -5.995  -1.201
C -0.852 -0.950 -7.139  -0.881
C 0.389 -0.338 -7.045  -0.853
C 0.854 0.116 -5.822  -1.173
C 2.451 0.513 -3.426  0.249
C 3.346 1.544 -3.683  -0.232
C 4.677 1.260 -3.945  -0.980
C 5.117 -0.054 -3.967  -0.821
C 4.218 -1.088 -3.738  -0.765
C 2.893 -0.807 -3.463  -0.037
H -0.245 5.466 -1.807  0.646
H -0.005 6.417 -4.085  0.455
H 0.361 4.913 -6.007  0.475
H 0.674 2.513 -5.675  0.543
H -1.786 -0.781 -3.904  0.987
H -2.572 -1.617 -6.051  0.486
H -1.216 -1.301 -8.095  0.419
H 1.009 -0.219 -7.924  0.479
H 1.836 0.563 -5.772  0.647
H 3.004 2.570 -3.670  0.541
H 5.375 2.069 -4.124  0.456
H 6.157 -0.276 -4.165  0.413
H 4.556 -2.116 -3.771  0.507
H 2.200 -1.617 -3.259  0.278
F 2.802 2.101 -0.996  -0.105
C 2.264 1.063 -0.284  -1.505
F 2.880 -0.063 -0.790  0.070
F 2.881 1.168 0.942  -0.107
C -4.998 0.797 -4.534  -0.946
C -5.575 0.199 -3.421  -0.901
C -4.874 0.115 -2.228  -0.828
C -3.576 0.610 -2.142  0.758
C -3.016 1.222 -3.256  -0.170
C -3.718 1.319 -4.449  -0.876
As -2.586 0.799 -0.446  1.831
C -3.690 2.411 -0.102  1.423
C -4.902 2.404 0.581  -0.695
C -5.680 3.551 0.651  -0.883
C -5.264 4.718 0.030  -0.752
C -4.083 4.723 -0.695  -0.997
C -3.311 3.575 -0.769  -0.371
C -3.543 -0.541 0.630  0.760
C -3.931 -0.303 1.947  -0.203
C -4.621 -1.266 2.667  -1.162
C -4.913 -2.493 2.089  -0.825
C -4.504 -2.755 0.790  -0.938
C -3.822 -1.787 0.070  -1.041
H -5.557 0.863 -5.457  0.419
H -6.581 -0.195 -3.478  0.477
H -5.348 -0.335 -1.365  0.417
H -2.011 1.626 -3.195  0.010
H -3.252 1.794 -5.303  0.569
H -5.262 1.498 1.048  0.464
H -6.622 3.532 1.182  0.466
H -5.866 5.615 0.090  0.401
H -3.765 5.619 -1.213  0.504
H -2.418 3.590 -1.376  0.064
H -3.707 0.648 2.416  0.624
H -4.943 -1.052 3.678  0.462
H -5.461 -3.238 2.650  0.448
H -4.726 -3.710 0.332  0.481
H -3.514 -1.993 -0.948  0.502
C -0.735 -2.324 -1.978  -0.459
C 0.338 -2.038 -0.942  0.444
O 1.265 -2.854 -0.812  -0.555
N 0.183 -0.964 -0.154  1.231
Te 1.977 -1.735 1.556  -0.147
C 3.390 -3.135 2.384  0.177
C 3.150 -4.093 3.376  1.119
C 1.783 -4.637 3.693  -1.414
C 4.237 -4.609 4.077  -0.958
C 5.544 -4.252 3.784  0.740
C 6.704 -4.783 4.574  -1.664
C 5.764 -3.396 2.709  -0.895
C 4.713 -2.847 1.995  0.883
C 5.008 -1.938 0.829  -1.867
C 0.689 -1.829 3.260  1.290
C 1.106 -1.220 4.452  0.560
C 2.520 -0.749 4.660  -2.209
C 0.187 -1.089 5.490  -1.276
C -1.117 -1.553 5.374  0.368
C -2.125 -1.327 6.466  -1.787
C -1.471 -2.241 4.220  -0.274
C -0.586 -2.398 3.163  1.173
C -1.015 -3.191 1.958  -1.128
H -1.304 -3.192 -1.639  0.694
H -0.278 -2.578 -2.933  0.433
H -1.403 -1.472 -2.083  -0.910
H 1.158 -4.648 2.803  0.062
H 1.281 -4.052 4.465  0.243
H 1.873 -5.659 4.058  0.588
H 4.046 -5.320 4.874  0.399
H 6.391 -5.549 5.281  0.364
H 7.177 -3.976 5.136  0.321
H 7.460 -5.203 3.909  0.391
H 6.783 -3.155 2.427  0.432
H 6.034 -2.070 0.490  0.583
H 4.883 -0.890 1.112  0.361
H 4.342 -2.151 -0.010  0.155
H 2.967 -0.409 3.724  0.238
H 3.137 -1.575 5.021  0.272
H 2.568 0.055 5.394  0.543
H 0.506 -0.616 6.412  0.445
H -1.753 -0.621 7.206  0.400
H -2.357 -2.265 6.974  0.363
H -3.056 -0.939 6.051  0.292
H -2.464 -2.670 4.143  0.671
H -1.601 -4.057 2.266  0.728
H -0.149 -3.536 1.391  0.216
H -1.634 -2.589 1.292  -0.757

Forces on atoms 1 to 3 (eV/Å):
-1.152 -0.914 0.741
-0.107 -0.144 0.275
-0.577 0.502 -0.226



[2]
C62H66Br6N8O25 | wB97M-V/def2-TZVPD

Calculated values
**Highest occupied orbital energy**: -9.5 eV
**Energy above the lowest of the compared OMol25 structures with the same formula, charge and spin**: 113.5 kcal per mole
**Total charge**: 0
**LUMO energy**: -0.0398 hartree

Last column: Mulliken charge in e.
Positions of all 167 atoms, in Å:
C -27.801 -3.777 -10.040  -0.567
C -28.455 -3.454 -8.833  -0.865
C -27.757 -2.689 -7.915  -0.517
C -26.464 -2.191 -8.158  -0.518
C -25.894 -2.375 -9.431  -0.067
C -26.533 -3.235 -10.324  -0.395
N -25.682 -1.331 -7.131  1.043
O -24.525 -0.880 -7.425  -0.560
O -26.246 -1.077 -6.089  -0.590
H -28.304 -4.489 -10.677  0.513
H -29.469 -3.803 -8.697  0.628
H -28.294 -2.287 -7.069  0.569
H -24.955 -1.908 -9.689  0.799
H -26.107 -3.555 -11.264  0.364
C -22.853 4.223 -18.399  -0.752
C -23.625 3.153 -18.052  -0.385
C -23.203 2.207 -17.050  0.762
C -21.922 2.400 -16.415  -0.472
C -21.189 3.587 -16.712  -0.710
C -21.614 4.445 -17.766  -0.672
N -21.572 1.510 -15.316  1.006
O -22.161 0.432 -15.173  -0.490
O -20.757 1.915 -14.494  -0.606
H -23.302 4.844 -19.160  0.488
H -24.553 3.065 -18.597  0.585
H -23.791 1.355 -16.742  0.234
H -20.222 3.693 -16.243  0.481
H -20.978 5.276 -18.033  0.426
C -26.081 5.248 -9.640  -0.416
C -27.157 4.597 -10.259  0.107
C -28.314 4.329 -9.463  -0.312
C -28.398 4.867 -8.134  -0.156
C -27.309 5.555 -7.579  -0.559
C -26.138 5.666 -8.351  -0.831
N -29.612 4.558 -7.355  1.119
O -29.568 4.783 -6.120  -0.628
O -30.612 4.206 -7.914  -0.609
H -25.148 5.304 -10.180  0.478
H -27.145 4.362 -11.313  0.393
H -29.115 3.751 -9.899  0.494
H -27.546 5.989 -6.618  0.513
H -25.286 6.214 -7.975  0.405
C -23.193 -2.232 -13.327  -0.182
C -22.496 -1.689 -12.204  -0.720
C -22.116 -2.541 -11.196  -0.278
C -22.584 -3.835 -11.124  -0.275
C -23.373 -4.359 -12.167  -0.605
C -23.730 -3.513 -13.290  -0.427
N -22.358 -4.592 -9.936  1.049
O -22.927 -5.649 -9.824  -0.604
O -21.725 -4.060 -8.990  -0.609
H -23.374 -1.470 -14.070  0.279
H -22.034 -0.718 -12.306  0.666
H -21.486 -2.194 -10.390  0.518
H -23.638 -5.399 -12.045  0.505
H -24.237 -3.827 -14.190  0.636
C -31.752 -1.614 -8.271  -0.396
C -31.721 -0.944 -7.008  -0.594
C -30.602 -0.158 -6.761  -0.668
C -29.712 0.167 -7.850  -0.247
C -29.799 -0.470 -9.076  0.009
C -30.801 -1.410 -9.253  -0.556
N -28.594 1.065 -7.682  1.133
O -27.573 0.889 -8.306  -0.286
O -28.802 1.948 -6.804  -0.636
H -32.558 -2.297 -8.498  0.454
H -32.506 -1.063 -6.275  0.437
H -30.486 0.207 -5.751  0.494
H -29.129 -0.326 -9.911  0.336
H -30.865 -1.894 -10.217  0.548
C -22.541 2.226 -22.409  -0.387
C -23.562 2.054 -23.406  -0.606
C -24.691 1.295 -23.074  -0.474
C -24.800 0.680 -21.794  -0.018
C -23.766 0.864 -20.846  0.080
C -22.620 1.545 -21.181  -0.631
N -25.919 -0.208 -21.410  1.031
O -27.035 -0.047 -21.907  -0.578
O -25.709 -1.039 -20.528  -0.512
H -21.654 2.836 -22.499  0.403
H -23.514 2.354 -24.443  0.382
H -25.400 0.996 -23.832  0.418
H -23.791 0.346 -19.899  0.420
H -21.804 1.664 -20.484  0.469
C -31.617 3.539 -18.976  -0.455
C -30.455 4.317 -19.127  -0.496
C -29.196 3.768 -19.118  -0.388
C -29.060 2.403 -18.876  -0.445
C -30.225 1.636 -18.809  0.163
C -31.531 2.191 -18.821  -0.327
N -27.760 1.728 -18.783  1.312
O -27.655 0.636 -18.254  -0.348
O -26.811 2.377 -19.229  -0.624
H -32.616 3.948 -19.005  0.404
H -30.541 5.393 -19.157  0.410
H -28.359 4.418 -19.325  0.476
H -30.115 0.565 -18.722  -0.004
H -32.304 1.470 -18.599  0.331
C -28.612 4.967 -15.010  -0.831
C -27.974 3.763 -15.360  -0.683
C -26.708 3.449 -14.942  0.183
C -26.069 4.354 -14.039  -0.521
C -26.663 5.549 -13.716  -0.279
C -27.931 5.864 -14.174  -0.609
N -24.760 3.983 -13.426  1.038
O -24.261 2.925 -13.696  -0.324
O -24.227 4.715 -12.623  -0.663
H -29.552 5.221 -15.479  0.467
H -28.476 3.025 -15.967  0.719
H -26.247 2.551 -15.327  0.599
H -26.051 6.174 -13.082  0.530
H -28.372 6.813 -13.907  0.440
C -31.548 -6.777 -10.834  -1.311
C -30.457 -6.188 -11.706  -0.097
O -30.672 -4.867 -11.994  -0.269
C -29.932 -4.230 -12.916  0.866
O -28.927 -4.672 -13.489  -0.619
O -30.440 -3.009 -13.137  -0.348
C -29.822 -1.979 -13.888  -0.125
H -31.268 -7.797 -10.570  0.389
H -32.512 -6.820 -11.340  0.324
H -31.742 -6.220 -9.917  0.295
H -30.502 -6.578 -12.722  0.366
H -29.497 -6.441 -11.255  0.304
H -29.003 -1.515 -13.339  -0.339
H -30.559 -1.205 -14.105  0.297
H -29.370 -2.353 -14.806  0.411
C -33.986 -1.039 -17.027  -0.988
C -33.399 -2.018 -18.010  -0.351
O -32.035 -1.638 -18.035  -0.122
C -31.272 -1.884 -19.098  0.666
O -31.673 -2.097 -20.272  -0.664
O -30.021 -1.824 -18.731  -0.141
C -28.933 -2.170 -19.629  -0.635
H -33.426 -1.075 -16.093  0.206
H -35.030 -1.240 -16.785  0.399
H -33.850 0.011 -17.286  0.224
H -33.821 -1.865 -19.003  0.321
H -33.654 -3.054 -17.785  0.359
H -28.803 -1.434 -20.422  0.305
H -29.097 -3.107 -20.162  0.453
H -27.969 -2.120 -19.124  0.054
C -26.108 1.279 -11.410  -0.368
C -26.268 0.025 -12.260  0.998
O -26.053 0.237 -13.679  0.440
C -26.044 -0.787 -14.555  -0.181
O -26.491 -1.937 -14.404  -0.563
O -25.601 -0.292 -15.681  0.511
C -25.383 -1.037 -16.894  -0.507
H -26.192 1.155 -10.330  0.012
H -26.838 2.057 -11.634  0.127
H -25.109 1.626 -11.672  -0.114
H -27.245 -0.428 -12.094  -0.564
H -25.599 -0.766 -11.922  -0.199
H -26.084 -1.835 -17.140  0.418
H -24.424 -1.553 -16.832  0.086
H -25.272 -0.513 -17.843  -0.039
C -23.487 -5.057 -17.382  -0.371
Br -24.239 -4.489 -19.113  -0.028
Br -22.466 -3.575 -16.568  -0.014
Br -22.317 -6.601 -17.549  -0.031
H -24.328 -5.245 -16.715  0.401
C -22.779 1.852 -8.305  -0.534
Br -21.549 3.196 -7.640  -0.062
Br -22.514 1.711 -10.245  0.070
Br -24.604 2.642 -7.810  0.039
H -22.608 0.892 -7.818  0.463

Forces on atoms 1 to 3 (eV/Å):
0.205 0.313 1.265
1.479 -0.159 -1.273
0.117 1.268 0.886



no.,electronic energy (a.u.)
1,-5968.228703
2,-20164.428802